Entry 1:
Computed, not measured: C17H37Cl4NO5Si2 as an isolated structure, with ωB97M-V with the def2-TZVPD basis set.

The calculated total energy is -95804.8701 eV. For the gap between HOMO and LUMO, the calculation gives 9.613 eV. Its HOMO energy is -9.05 eV. The spin multiplicity is 1. The LUMO energy comes out at 0.6 eV.

Geometry as XYZ:
```
66
C17H37Cl4NO5Si2, DFT ωB97M-V with the def2-TZVPD basis set
C -2.7965 -3.3038 -2.7115
C -2.8441 -2.3155 -3.8663
N -2.6902 -0.8978 -3.5039
C -1.9675 -0.5919 -2.2797
C -0.4729 -0.9186 -2.3899
Si 0.3579 -0.3419 -0.8118
O -0.3480 -1.1209 0.4818
C 2.1820 -0.7725 -0.7681
C 2.4702 -1.5532 0.4723
C 2.1952 -3.0672 0.4403
O 3.4836 -2.4672 0.4031
O 0.0662 1.2906 -0.7219
Si 0.3776 2.0484 0.7388
C 0.8670 3.8339 0.4725
C -1.0446 1.9798 1.9488
C -0.5692 2.3809 3.3610
C -1.7280 2.8303 4.2213
O -2.1645 4.1383 3.8414
C -3.8521 -0.1319 -3.6859
C -4.3030 0.0431 -5.1161
O -4.4541 0.4110 -2.7629
H -1.8210 -3.4097 -2.2555
H -3.5457 -3.0474 -1.9697
H -3.0576 -4.2790 -3.1106
H -2.1272 -2.6122 -4.6310
H -3.8180 -2.4384 -4.3332
H -2.0244 0.4841 -2.1502
H -2.4202 -1.0109 -1.3789
H -0.1081 -0.3440 -3.2355
H -0.2970 -1.9815 -2.5185
H -1.2505 -0.8009 0.5724
H 2.4738 -1.4251 -1.5840
H 2.7867 0.1314 -0.7188
H 2.2982 -1.0494 1.4065
H 1.6900 -3.1086 -0.5073
H 1.7448 -3.1411 1.4161
H 1.5328 1.3586 1.3687
H 1.9347 3.9182 0.3149
H 0.6001 4.3722 1.3785
H 0.3242 4.2803 -0.3527
H -1.8349 2.6700 1.6533
H -1.4798 0.9872 2.0321
H 0.1572 3.1865 3.3032
H -0.1433 1.5022 3.8326
H -1.4084 2.9045 5.2579
H -2.5401 2.1097 4.1580
H -2.9990 4.0576 3.3833
H -5.2410 -0.4960 -5.2276
H -3.6001 -0.3711 -5.8269
H -4.4909 1.0941 -5.2833
Cl 3.1446 4.6371 5.5419
C 1.6328 4.3710 6.4466
C 1.6421 3.0643 7.1969
Cl 1.5988 1.6642 6.0946
H 0.8082 4.4163 5.7391
H 1.5324 5.1953 7.1503
H 0.7581 3.0006 7.8291
H 2.5246 2.9685 7.8233
Cl 4.4292 -4.8495 -5.3140
C 4.6349 -4.0577 -3.7293
C 3.6031 -4.5065 -2.7301
Cl 1.9665 -3.9299 -3.1499
H 4.5946 -2.9831 -3.8852
H 5.6272 -4.3203 -3.3681
H 3.8391 -4.0963 -1.7478
H 3.5635 -5.5896 -2.6544
```

Entry 2:
Computed, not measured: a 2-piece molecular cluster, C17H37N2O10P2S overall, with ωB97M-V with the def2-TZVPD basis set.

The calculated total energy is -71091.4331 eV. As for the net charge: +1. For the gap between HOMO and LUMO, the calculation gives 9.300 eV. Its HOMO energy is -12.29 eV. The spin multiplicity is 1. The LUMO energy comes out at -3.0 eV.

Geometry as XYZ:
```
69
C17H37N2O10P2S, DFT ωB97M-V with the def2-TZVPD basis set
C 3.2558 -0.0528 2.3211
C 4.4005 0.3698 1.3777
C 4.0063 1.3623 0.2308
C 4.2340 2.8063 0.8066
C 2.5410 1.2755 -0.2228
C 2.1912 2.3400 -1.2888
N 0.7763 2.3680 -1.6971
C 0.5946 2.5948 -3.1340
C 0.0013 1.2447 -1.1669
C -1.4081 1.1364 -1.7777
C -2.2205 2.4532 -1.5988
O -3.4711 2.2257 -0.9481
C -3.5272 3.0970 0.1517
C -2.9047 2.5146 1.4247
O -3.9840 4.1519 0.0682
C 0.8179 -0.0589 -1.4779
C -0.0092 -1.3379 -1.1852
P -0.7299 -1.4860 0.5004
O -2.1810 -1.4239 0.5186
O -0.3123 -2.9639 1.0349
O -0.0760 -0.4875 1.5590
N 2.1195 -0.1003 -0.7281
P 3.4624 -1.0296 -1.5525
C 2.8243 -1.8880 -3.0461
O 3.8292 -2.2599 -0.4959
H 2.7240 -0.9629 2.0071
H 2.5685 0.7692 2.5455
H 3.7134 -0.3126 3.2829
H 5.1276 0.9030 1.9976
H 4.9600 -0.4794 0.9710
H 4.7271 1.2911 -0.5884
H 3.4380 3.0408 1.5225
H 5.2280 2.8758 1.2507
H 4.2433 3.5127 -0.0296
H 1.9404 1.5229 0.6592
H 2.8769 2.1694 -2.1428
H 2.4360 3.3454 -0.9368
H 1.4796 3.0717 -3.5670
H -0.2245 3.3075 -3.2863
H 0.3962 1.6869 -3.7245
H -0.1240 1.4168 -0.0912
H -2.0076 0.3631 -1.2793
H -1.3670 0.8301 -2.8293
H -1.5947 3.2244 -1.1291
H -2.4259 2.8168 -2.6146
H -2.2646 1.6714 1.1292
H -3.7228 2.1642 2.0574
H -2.2600 3.2577 1.8987
H 0.9582 -0.0208 -2.5639
H 0.6412 -2.2160 -1.3240
H -0.8243 -1.4643 -1.9015
H -0.7427 -3.5720 0.4073
H -0.7256 0.1750 1.8507
H 1.9025 -0.6174 0.1370
H 2.7029 -1.1380 -3.8398
H 3.5574 -2.6099 -3.4219
H 1.8734 -2.4287 -2.9488
H 3.0132 -2.6137 -0.0978
C -4.2163 -3.4795 1.8537
C -4.7306 -3.0829 3.2212
O -6.1158 -3.4356 3.2024
S -6.3244 -4.7403 2.2813
O -6.3641 -5.8834 3.1146
O -7.3332 -4.4583 1.3311
O -4.8908 -4.7039 1.5469
H -4.4869 -2.7401 1.0983
H -3.1398 -3.6276 1.8436
H -4.6086 -2.0212 3.4205
H -4.2438 -3.6591 4.0122
```

Entry 3:
Computed, not measured: a 3-piece molecular cluster, C17H37N3O5 overall, with ωB97M-V with the def2-TZVPD basis set.

The calculated total energy is -32930.6921 eV. For the relative energy (zero: lowest compared OMol25 entry of this formula, charge and spin), the calculation gives 82.2 kcal/mol. For the gap between HOMO and LUMO, the calculation gives 7.188 eV. Its HOMO energy is -8.00 eV. The spin multiplicity is 1. The LUMO energy comes out at -0.8 eV. As for the SMILES: O=CCC(=O)OCCON=O.CCN(CC)CC.CCN(CC)CC.

Geometry as XYZ:
```
62
C17H37N3O5, DFT ωB97M-V with the def2-TZVPD basis set
O -3.5646 -0.7807 -0.7076
C -3.2891 -1.6367 0.1675
C -3.8644 -1.4526 1.6513
C -3.3593 -2.6059 2.6671
O -4.0987 -2.8452 3.6456
O -2.1566 -3.3411 2.4777
C -1.0383 -2.7671 3.1922
C -0.8975 -1.1812 3.0554
O 0.3787 -0.6670 3.5779
N 0.0677 0.6003 4.0115
O -0.1265 1.3319 3.0826
H -2.6628 -2.5736 -0.0325
H -4.9925 -1.2985 1.6971
H -3.3820 -0.4851 2.0559
H -0.0892 -3.2441 2.7467
H -1.0285 -3.0126 4.3170
H -1.7414 -0.6411 3.6280
H -1.0540 -0.8959 1.9512
C 2.7757 0.1036 0.9479
C 2.8321 -1.4198 0.9401
N 2.5151 -2.0179 -0.3521
C 2.3074 -3.4624 -0.2838
C 3.4979 -4.3337 0.1142
C 3.3090 -1.5592 -1.4871
C 4.8258 -1.7365 -1.4114
H 1.8010 0.4655 0.6096
H 2.9361 0.4740 1.9639
H 3.5508 0.5449 0.3165
H 2.0978 -1.7675 1.6758
H 3.8167 -1.7382 1.3053
H 1.9140 -3.8174 -1.2410
H 1.4980 -3.6505 0.4352
H 4.2108 -4.4382 -0.7044
H 3.1498 -5.3416 0.3596
H 4.0236 -3.9498 0.9911
H 3.1008 -0.4953 -1.6429
H 2.9451 -2.0375 -2.4026
H 5.2334 -1.4598 -0.4362
H 5.3072 -1.0994 -2.1586
H 5.1232 -2.7621 -1.6336
C -2.3900 3.5082 -4.1573
C -2.3556 2.7733 -2.8224
N -1.0707 2.8542 -2.1368
C -0.9614 1.9349 -1.0068
C -1.8975 2.1546 0.1804
C -0.5514 4.1959 -1.8964
C -1.4156 5.1567 -1.0789
H -1.5989 3.1553 -4.8240
H -3.3488 3.3308 -4.6517
H -2.2855 4.5889 -4.0324
H -2.5731 1.7206 -3.0336
H -3.1764 3.1430 -2.1948
H 0.0717 1.9257 -0.6454
H -1.1314 0.9181 -1.3848
H -1.5802 3.0008 0.7914
H -1.8804 1.2731 0.8294
H -2.9338 2.3112 -0.1263
H -0.3505 4.6643 -2.8660
H 0.4355 4.1252 -1.4264
H -2.4680 5.1273 -1.3705
H -1.0647 6.1819 -1.2270
H -1.3456 4.9513 -0.0100
```

Entry 4:
Computed, not measured: C17H38BrN9O4P2S3SbTi as an isolated structure, with ωB97M-V with the def2-TZVPD basis set.

The calculated total energy is -190635.2087 eV. For the relative energy (zero: lowest compared OMol25 entry of this formula, charge and spin), the calculation gives 4.0 kcal/mol. For the gap between HOMO and LUMO (spin up / spin down), the calculation gives 5.916 / 6.013 eV. Its HOMO energy (spin up / spin down) is -5.78 / -5.88 eV. The spin multiplicity is 2. Its expectation value of S² is 0.755. The LUMO energy (spin up / spin down) comes out at 0.1 / 0.1 eV.

Geometry as XYZ:
```
76
C17H38BrN9O4P2S3SbTi, DFT ωB97M-V with the def2-TZVPD basis set
Ti -0.5374 0.7272 -0.8707
S -3.6540 4.6604 -0.0675
Sb -1.5227 3.8628 0.4277
S -1.8404 1.6108 1.3342
S -0.5326 2.9277 -1.6993
C 3.7812 0.5917 0.7838
N 2.8735 0.2545 1.8746
C 3.5304 -0.0610 3.1325
P 1.2926 0.8179 1.8980
O 0.9831 1.2029 0.4885
O 0.4773 -0.4321 2.4929
P -0.4609 -1.5072 1.7187
O -0.5955 -1.1670 0.2821
N -1.8742 -1.6106 2.5077
C -3.1436 -1.4457 1.7880
C -1.9427 -1.4433 3.9542
N 0.3528 -2.8964 1.9899
C 1.7576 -2.9590 1.6040
C -0.1363 -4.0210 2.7651
N 1.1834 1.9217 3.1133
C 1.9080 3.1697 2.8670
C 0.0395 2.0692 4.0038
H 4.4635 -0.2450 0.6086
H 4.3877 1.4755 1.0191
H 3.2116 0.7794 -0.1227
H 4.2719 -0.8479 2.9691
H 2.8052 -0.4202 3.8612
H 4.0420 0.8104 3.5570
H -2.9598 -1.3944 0.7181
H -3.6303 -0.5190 2.0910
H -3.7968 -2.2923 2.0085
H -0.9734 -1.6412 4.4109
H -2.6678 -2.1448 4.3718
H -2.2521 -0.4263 4.2080
H 2.0483 -2.0570 1.0649
H 1.9343 -3.8244 0.9599
H 2.4031 -3.0449 2.4830
H -1.2116 -3.9445 2.9071
H 0.3508 -4.0732 3.7441
H 0.0745 -4.9506 2.2312
H 2.7452 2.9986 2.1893
H 2.2986 3.5517 3.8124
H 1.2525 3.9173 2.4143
H -0.4558 1.1096 4.1299
H -0.6889 2.7757 3.5995
H 0.4004 2.4172 4.9737
C 1.8541 3.0449 -4.4100
N 2.0133 1.5951 -4.2621
C 1.9848 0.7809 -5.4696
C 1.6929 1.0509 -3.1148
N 1.4255 0.5797 -2.0932
H 2.7340 3.4583 -4.9028
H 1.7220 3.4927 -3.4284
H 0.9647 3.2636 -5.0035
H 2.8290 1.0456 -6.1067
H 1.0549 0.9404 -6.0193
H 2.0617 -0.2702 -5.2013
N -3.5227 2.1001 -2.5557
C -3.4459 1.2469 -1.5148
N -4.4276 1.3071 -0.5863
O -2.5048 0.3768 -1.4212
H -3.9002 3.0130 -2.2908
H -2.6159 2.2053 -2.9919
H -4.8269 2.2477 -0.5245
H -4.0522 1.0273 0.3231
Br -1.6942 0.5561 -4.5811
C -1.3360 -1.1431 -3.8335
C -1.7248 -2.2622 -4.5422
C -1.3088 -3.4870 -4.0819
C -0.5043 -3.5369 -2.9583
C -0.1996 -2.3643 -2.2852
N -0.6493 -1.1579 -2.7079
H -2.3138 -2.1579 -5.4416
H -1.5918 -4.3892 -4.6087
H -0.1236 -4.4780 -2.5868
H 0.4132 -2.3687 -1.3973
```

Entry 5:
Computed, not measured: C17H38Cl30N2O4PS3 as an isolated structure, with ωB97M-V with the def2-TZVPD basis set.

The calculated total energy is -446885.1537 eV. As for the net charge: -1. For the gap between HOMO and LUMO, the calculation gives 7.535 eV. Its HOMO energy is -5.95 eV. The spin multiplicity is 1. The LUMO energy comes out at 1.6 eV.

Geometry as XYZ:
```
95
C17H38Cl30N2O4PS3, DFT ωB97M-V with the def2-TZVPD basis set
N -0.9771 2.7001 1.5052
C -1.3910 2.2871 0.1580
C -2.7401 1.5804 0.1539
S -2.6335 -0.1961 0.3197
O -3.7870 -0.5556 1.1168
O -1.3658 -0.5361 0.9287
N -2.7657 -0.7491 -1.1867
S -1.7634 -1.9369 -1.5604
O -1.9599 -2.2151 -2.9788
O -1.8839 -3.0966 -0.7237
P 0.3468 -1.3262 -1.5298
S 1.4663 -2.4535 -0.4007
H -1.6331 2.3628 2.1938
H -0.0765 2.3027 1.7283
H -1.4877 3.1733 -0.4748
H -0.6318 1.6610 -0.2978
H -3.4019 1.9529 0.9328
H -3.2483 1.7533 -0.7960
H 0.4324 -0.0213 -1.0718
H 0.7830 -1.4263 -2.8550
C 1.2558 2.5182 -3.3823
Cl 1.9951 3.1214 -1.8983
Cl -0.2517 1.6576 -3.0430
H 1.0370 3.3560 -4.0324
H 1.9415 1.8261 -3.8583
C -2.6077 -5.9254 -1.7938
Cl -1.3475 -6.6845 -0.8202
Cl -3.9866 -7.0303 -2.0473
H -2.9577 -5.0369 -1.2841
H -2.1948 -5.6644 -2.7602
C 5.6015 3.2514 -0.0044
Cl 5.3077 2.7806 -1.6816
Cl 4.1018 3.6152 0.8585
H 6.0928 2.4299 0.4979
H 6.2244 4.1376 0.0102
C -6.2688 -2.5890 -0.1232
Cl -6.5351 -2.8510 -1.8510
Cl -7.7812 -2.1543 0.6985
H -5.8833 -3.4979 0.3225
H -5.5482 -1.7845 -0.0085
C 6.6169 4.9465 3.6116
Cl 7.7099 3.8350 2.7706
Cl 5.8238 6.0680 2.5007
H 5.8555 4.3713 4.1209
H 7.2030 5.5213 4.3146
C -2.8638 4.1529 -5.2911
Cl -1.2252 3.5739 -5.6176
Cl -3.1493 4.3757 -3.5617
H -3.0003 5.1031 -5.7921
H -3.5636 3.4120 -5.6632
C 8.9614 0.9488 -2.1604
Cl 8.4727 1.4990 -0.5509
Cl 7.6754 0.0776 -2.9963
H 9.2312 1.8177 -2.7478
H 9.8073 0.2824 -2.0460
C -5.7399 -7.5431 1.4953
Cl -5.6731 -8.9831 2.5253
Cl -5.5153 -6.0558 2.4199
H -4.9467 -7.6053 0.7608
H -6.7079 -7.5114 1.0108
C 6.9649 2.4991 7.1241
Cl 7.0253 4.2345 6.7506
Cl 6.9844 1.5109 5.6680
H 7.8296 2.2495 7.7268
H 6.0473 2.3044 7.6644
C -3.2391 0.4124 -4.3646
Cl -2.7190 0.2421 -6.0552
Cl -4.9214 0.9526 -4.2533
H -3.1381 -0.5438 -3.8612
H -2.6118 1.1595 -3.8933
C 0.0173 -2.6682 -5.2636
Cl 0.9117 -3.9269 -4.4059
Cl 1.0481 -1.2829 -5.6823
H -0.3796 -3.0849 -6.1809
H -0.7806 -2.3245 -4.6122
C -2.5947 -9.7730 -4.2285
Cl -3.5822 -11.1863 -4.6373
Cl -2.2053 -8.8060 -5.6554
H -3.1466 -9.1537 -3.5332
H -1.6705 -10.1172 -3.7815
C 4.8101 9.4257 5.1474
Cl 6.0408 8.1588 5.1017
Cl 4.1966 9.8148 3.5370
H 3.9842 9.0776 5.7552
H 5.2522 10.3183 5.5721
C -8.8623 0.4894 3.4202
Cl -10.0634 0.8205 4.6817
Cl -8.4924 1.9320 2.4727
H -7.9519 0.1403 3.8910
H -9.2604 -0.2692 2.7584
C 3.8867 -1.1853 7.0688
Cl 5.1403 -0.3538 8.0129
Cl 4.2720 -1.2422 5.3519
H 3.8040 -2.1987 7.4409
H 2.9548 -0.6494 7.1983
```

Entry 6:
Computed, not measured: a 4-piece molecular cluster, C17H38NO10P overall, with ωB97M-V with the def2-TZVPD basis set.

The calculated total energy is -49498.5962 eV. For the relative energy (zero: lowest compared OMol25 entry of this formula, charge and spin), the calculation gives 0.0 kcal/mol. For the gap between HOMO and LUMO, the calculation gives 8.786 eV. Its HOMO energy is -8.12 eV. The spin multiplicity is 1. The LUMO energy comes out at 0.7 eV. As for the SMILES: CO[C@@H](CN)P(C)C.CCOC(=O)OC.CCOC(=O)OC.CCOC(=O)OC.

Geometry as XYZ:
```
67
C17H38NO10P, DFT ωB97M-V with the def2-TZVPD basis set
C 5.7647 -3.8901 3.6934
O 7.0136 -3.2142 3.6700
C 7.5798 -3.0394 2.3893
C 7.1302 -1.7172 1.7562
N 6.1618 -1.9481 0.6562
P 9.4249 -3.2765 2.5865
C 9.8542 -4.4186 1.1998
C 10.2576 -1.6739 2.2109
H 4.9530 -3.1694 3.7980
H 5.6134 -4.5212 2.8205
H 5.7420 -4.5349 4.5690
H 7.2623 -3.8320 1.7076
H 6.6242 -1.1429 2.5281
H 7.9581 -1.1145 1.3847
H 6.4402 -2.7643 0.1219
H 6.2205 -1.1650 0.0133
H 9.6308 -5.4188 1.5469
H 10.9143 -4.3357 0.9873
H 9.3012 -4.2125 0.2859
H 10.4015 -1.5387 1.1390
H 9.6704 -0.8316 2.5614
H 11.2181 -1.6712 2.7084
C 2.9722 -0.7685 1.5114
C 2.8327 -1.5738 0.2384
O 1.5121 -1.4518 -0.3200
C 1.2825 -0.3319 -1.0029
O 2.0773 0.5469 -1.2211
O 0.0172 -0.3596 -1.4293
C -0.3898 0.8065 -2.1499
H 2.1919 -1.0443 2.2227
H 3.9464 -0.9544 1.9608
H 2.8781 0.2988 1.3117
H 2.9661 -2.6324 0.4496
H 3.5772 -1.2868 -0.5009
H 0.2950 1.0211 -2.9670
H -0.4504 1.6628 -1.4802
H -1.3763 0.5962 -2.5532
C -4.8890 -1.0898 -4.4449
C -5.1226 -0.1592 -5.6161
O -6.1146 0.8338 -5.3147
C -5.6877 1.8632 -4.5816
O -4.5628 2.0362 -4.1870
O -6.7245 2.6720 -4.3619
C -6.4278 3.8045 -3.5390
H -5.8309 -1.5310 -4.1166
H -4.2062 -1.8906 -4.7283
H -4.4580 -0.5538 -3.6000
H -5.5210 -0.7118 -6.4648
H -4.1996 0.3244 -5.9338
H -5.5759 4.3597 -3.9241
H -6.2381 3.4868 -2.5147
H -7.3064 4.4427 -3.5535
C -8.8392 5.2880 2.8505
C -7.6372 4.5089 3.3400
O -7.7113 3.1258 2.9607
C -7.3699 2.8590 1.7006
O -6.9878 3.6556 0.8820
O -7.5181 1.5483 1.5007
C -7.2467 1.1261 0.1630
H -9.7620 4.8144 3.1876
H -8.8084 6.3084 3.2320
H -8.8618 5.3285 1.7623
H -7.6063 4.5043 4.4278
H -6.7049 4.9418 2.9795
H -6.2682 1.4695 -0.1663
H -8.0189 1.4961 -0.5104
H -7.2630 0.0403 0.1666
```